1.
{"formula": "C60H90O32S6", "method": "ωB97M-V/def2-TZVPD", "multiplicity": 1, "homo_ev": -8.06, "largest_force_ev_per_a": 4.03, "elements": ["C", "H", "O", "C", "H", "H", "O", "H", "H", "C", "C", "C", "H", "O", "C", "H", "H", "H", "C", "H", "O", "H", "H", "O", "C", "H", "O", "C", "H", "H", "H", "C", "H", "C", "C", "H", "H", "H", "C", "H", "H", "H", "H", "C", "C", "H", "C", "C", "O", "H", "H", "C", "H", "C", "C", "C", "C", "S", "O", "O", "C", "C", "H", "O", "O", "H", "H", "H", "H", "C", "C", "H", "O", "H", "O", "H", "O", "H", "C", "O", "O", "H", "O", "O", "H", "H", "C", "C", "H", "C", "O", "C", "C", "C", "S", "C", "H", "O", "H", "C", "H", "H", "O", "H", "O", "H", "C", "H", "C", "H", "H", "S", "S", "O", "H", "H", "O", "H", "H", "H", "C", "O", "H", "C", "H", "C", "C", "C", "H", "C", "O", "O", "H", "O", "C", "H", "H", "H", "H", "H", "H", "O", "H", "C", "O", "H", "H", "C", "C", "H", "H", "O", "C", "H", "C", "O", "H", "H", "C", "H", "S", "H", "H", "H", "C", "H", "C", "H", "H", "C", "C", "H", "H", "H", "C", "S", "H", "C", "C", "H", "H", "H", "C", "H", "H", "H", "C", "C"], "positions_angstrom": [[10.800, 21.261, 13.159], [21.095, 23.235, 15.222], [18.191, 16.358, 13.267], [13.350, 20.001, 16.665], [14.237, 11.222, 12.077], [17.319, 15.025, 20.605], [20.507, 18.939, 19.538], [16.505, 12.616, 11.577], [20.241, 12.352, 13.320], [11.013, 17.096, 15.218], [21.935, 20.242, 9.507], [19.099, 12.274, 9.421], [17.160, 19.660, 13.311], [20.713, 10.762, 15.992], [20.637, 11.389, 17.161], [18.701, 20.745, 19.344], [15.143, 15.380, 13.948], [17.307, 20.087, 15.858], [16.952, 14.380, 18.666], [13.341, 16.673, 12.902], [15.871, 17.089, 13.508], [15.647, 14.827, 11.146], [15.573, 24.464, 18.012], [13.629, 23.232, 14.243], [18.204, 11.922, 10.456], [13.862, 12.667, 13.083], [19.960, 11.282, 9.071], [16.380, 16.581, 19.441], [19.363, 19.775, 17.127], [19.153, 16.730, 18.515], [17.076, 24.639, 17.207], [12.885, 22.358, 13.571], [11.022, 19.535, 10.546], [22.608, 20.593, 13.220], [18.114, 14.468, 9.262], [20.521, 11.472, 8.310], [15.905, 13.899, 15.669], [15.833, 23.434, 16.564], [14.647, 11.277, 14.181], [17.306, 14.653, 13.837], [21.625, 19.241, 9.737], [12.359, 19.668, 16.444], [21.120, 20.909, 9.481], [16.305, 23.849, 17.488], [11.342, 20.476, 12.147], [23.461, 17.855, 11.500], [20.226, 22.540, 15.467], [20.266, 10.619, 18.273], [21.125, 12.645, 13.603], [9.308, 17.973, 14.729], [10.888, 22.650, 14.653], [21.413, 15.401, 11.182], [20.410, 16.078, 17.584], [20.518, 13.402, 18.570], [18.069, 20.820, 15.737], [19.957, 17.018, 17.867], [18.256, 15.065, 13.866], [16.480, 21.065, 20.045], [16.872, 9.852, 13.458], [21.822, 16.834, 19.489], [11.430, 16.174, 16.113], [19.241, 20.620, 16.517], [16.198, 22.710, 14.402], [16.449, 13.686, 16.443], [23.575, 22.019, 10.221], [13.142, 23.359, 15.056], [17.594, 19.472, 18.747], [15.198, 20.190, 15.471], [22.752, 14.215, 14.653], [22.306, 15.691, 21.680], [11.546, 22.197, 13.885], [18.944, 23.602, 14.158], [10.537, 19.638, 11.357], [14.163, 11.609, 15.129], [20.040, 13.237, 20.821], [15.458, 16.198, 16.221], [21.544, 21.235, 16.980], [18.677, 14.431, 13.082], [15.866, 15.924, 17.158], [22.798, 17.261, 11.175], [9.735, 17.572, 15.510], [19.510, 17.553, 17.049], [16.831, 22.062, 14.139], [24.056, 19.745, 11.027], [18.050, 19.589, 20.493], [16.497, 9.922, 16.090], [21.434, 13.865, 12.988], [19.012, 13.496, 8.813], [21.506, 20.456, 17.516], [22.372, 14.618, 13.664], [16.243, 17.392, 20.528], [19.081, 14.993, 15.105], [12.618, 15.443, 15.849], [17.272, 14.180, 10.308], [12.231, 22.147, 17.545], [11.744, 17.310, 14.053], [19.497, 13.679, 7.877], [22.172, 18.390, 17.791], [17.300, 23.531, 19.384], [17.002, 15.338, 19.641], [12.929, 14.690, 16.558], [23.665, 16.379, 13.439], [13.409, 21.437, 16.862], [22.052, 19.499, 14.991], [16.867, 21.934, 21.119], [20.204, 12.676, 21.570], [22.405, 16.141, 11.836], [11.479, 18.051, 13.325], [20.946, 14.252, 11.750], [20.705, 14.518, 18.655], [13.206, 20.062, 11.039], [23.103, 20.757, 10.695], [21.110, 17.949, 18.705], [17.505, 17.647, 15.275], [17.891, 22.452, 18.079], [18.799, 19.063, 12.966], [16.090, 21.893, 18.789], [9.714, 21.118, 13.378], [13.689, 19.587, 17.582], [20.177, 9.558, 18.196], [12.674, 20.683, 11.828], [15.388, 20.182, 20.257], [17.414, 13.391, 18.804], [19.024, 22.758, 14.798], [11.936, 20.751, 19.410], [20.086, 11.248, 19.481], [17.812, 20.150, 19.568], [20.769, 12.814, 17.310], [13.711, 19.813, 14.556], [13.404, 15.638, 14.745], [15.929, 11.984, 14.064], [18.312, 11.880, 13.763], [11.562, 22.455, 19.705], [14.564, 14.910, 14.520], [13.393, 21.682, 12.483], [20.761, 19.937, 13.917], [18.153, 15.444, 8.834], [18.227, 10.900, 10.856], [23.689, 20.431, 13.029], [18.619, 15.376, 15.956], [17.405, 11.474, 16.517], [12.532, 23.539, 17.408], [22.471, 21.554, 13.726], [21.160, 16.273, 20.756], [10.961, 21.675, 17.043], [21.014, 15.652, 10.187], [18.310, 10.108, 15.964], [13.789, 11.597, 13.051], [12.884, 16.548, 13.859], [20.596, 11.375, 15.244], [23.112, 16.379, 22.045], [22.080, 20.767, 11.813], [17.023, 23.000, 18.447], [22.842, 14.862, 21.209], [17.361, 10.599, 15.876], [16.509, 15.162, 10.864], [20.940, 13.500, 16.506], [15.597, 17.910, 17.947], [17.731, 18.779, 12.950], [20.222, 13.618, 11.226], [17.188, 11.061, 14.200], [20.674, 17.171, 21.089], [14.362, 18.567, 15.514], [10.828, 16.056, 17.019], [12.256, 21.817, 19.255], [13.205, 22.033, 19.629], [17.976, 21.895, 14.889], [21.872, 18.553, 13.413], [12.779, 11.192, 13.066], [21.799, 19.536, 13.895], [15.995, 16.898, 18.134], [19.834, 10.622, 20.336], [20.497, 15.521, 20.428], [17.407, 18.580, 11.906], [20.302, 21.514, 16.418], [17.185, 17.459, 13.878], [20.010, 15.515, 14.915], [16.394, 14.651, 17.425], [14.255, 19.636, 15.496], [14.890, 10.221, 14.263], [21.761, 15.250, 22.540], [19.288, 13.921, 15.203], [17.223, 12.849, 10.815], [22.392, 20.257, 8.502], [15.780, 18.204, 20.331], [14.443, 21.834, 12.215], [20.292, 12.595, 19.660], [22.931, 15.738, 13.059]], "lowdin_charge": [-0.0161, 0.1451, -0.2279, -0.1938, 0.1127, 0.1096, -0.2665, 0.0876, 0.0619, -0.3260, -0.1169, -0.3544, 0.0714, 0.0511, -0.3223, 0.0750, 0.0316, 0.0822, -0.0189, 0.1103, -0.2551, 0.1089, 0.0858, 0.0700, 0.0021, 0.0633, 0.0521, -0.3124, 0.0670, 0.0672, 0.1131, -0.3731, 0.0822, -0.1755, -0.0173, 0.1117, 0.0623, 0.0851, -0.2727, 0.0810, 0.0567, 0.1088, 0.0586, -0.0634, -0.3388, 0.0575, -0.0069, -0.0152, -0.0003, 0.1148, 0.1268, 0.0038, 0.0582, -0.0054, -0.0102, -0.1211, -0.2468, 0.5177, -0.2857, -0.2733, -0.0061, -0.0144, 0.0668, 0.0068, -0.2586, 0.0699, 0.0750, 0.0707, 0.1427, -0.0410, -0.0062, 0.1152, 0.0184, 0.1431, 0.0376, 0.0756, 0.0427, 0.1024, -0.0150, 0.0274, 0.0291, 0.0630, 0.0239, -0.2857, 0.0989, 0.1011, -0.3156, -0.0408, 0.0338, -0.0237, 0.0499, -0.0437, 0.0023, -0.3238, 0.5258, 0.0061, 0.1131, -0.2797, 0.1340, -0.0263, 0.1173, 0.1021, -0.2407, 0.0980, -0.2541, 0.1049, -0.3150, 0.0951, -0.0182, 0.1039, 0.1384, 0.5231, 0.5436, -0.2677, 0.0949, 0.0874, -0.2546, 0.1355, 0.1022, 0.1156, -0.0351, -0.2729, 0.1249, -0.0157, 0.1084, -0.0323, -0.1620, 0.0294, 0.0787, -0.3202, -0.2657, -0.2832, 0.0591, 0.0022, -0.0258, 0.0748, 0.1136, 0.1277, 0.1171, 0.0365, 0.0617, -0.2751, 0.1140, -0.1281, -0.2796, 0.1256, 0.0566, -0.0654, -0.0344, 0.0820, 0.0896, -0.2643, -0.2242, 0.0717, -0.0979, 0.0346, 0.0812, 0.1142, -0.1108, 0.1055, 0.6009, 0.0998, 0.0617, 0.1307, -0.0999, 0.0401, -0.3486, 0.0739, 0.0948, -0.0400, -0.0128, 0.1226, 0.0571, 0.0992, -0.2969, 0.5865, 0.0915, -0.2913, -0.0167, 0.1031, 0.0797, 0.0709, 0.0035, 0.0909, 0.0463, 0.1223, -0.3621, -0.0069]}


2.
{"formula": "C5H5NO2", "method": "ωB97M-V/def2-TZVPD", "multiplicity": 1, "homo_ev": -9.45, "largest_force_ev_per_a": 6.66, "elements": ["H", "C", "O", "H", "C", "C", "C", "C", "H", "N", "H", "O", "H"], "positions_angstrom": [[-2.523, -0.561, -0.726], [-0.431, 0.269, -0.126], [0.793, 2.235, -0.035], [-0.645, -1.814, 0.017], [-1.878, 0.398, -0.117], [1.956, 0.194, -0.016], [0.074, -0.919, -0.057], [0.725, 1.098, -0.113], [1.996, -2.095, 0.951], [1.443, -1.126, -0.319], [-2.174, 1.553, -0.443], [3.072, 0.525, -0.117], [-2.408, 0.244, 1.101]], "lowdin_charge": [0.1487, -0.3125, 0.2118, 0.1543, -0.0925, -0.4283, -0.1730, -0.3773, 0.3165, 0.0964, 0.1241, 0.1792, 0.1528]}


3.
{"formula": "C2H5NOS", "method": "ωB97M-V/def2-TZVPD", "multiplicity": 1, "smiles": "NCC(=O)S", "homo_ev": -9.10, "largest_force_ev_per_a": 5.97, "elements": ["C", "H", "H", "N", "C", "H", "H", "H", "O", "S"], "positions_angstrom": [[-0.079, -0.317, 0.645], [-1.033, 1.780, -1.966], [0.631, -0.022, -1.245], [-1.044, 0.724, -1.494], [-1.226, 0.465, -0.118], [-1.302, 1.323, 0.379], [-1.684, -0.013, -2.146], [-2.195, -0.094, -0.012], [-0.194, -0.498, 1.834], [1.392, -0.309, -0.149]], "lowdin_charge": [-0.8603, 0.1721, -0.1202, -0.1282, -0.3044, 0.0689, 0.1727, 0.1357, -0.0211, 0.8849]}